1.
C30H30N11O2V | ωB97M-V/def2-TZVPD

Positions of all 74 atoms, in Å:
V  -0.347  -0.547  -0.216
O  0.006  -2.617  -0.393
O  -4.129  -0.913  0.161
N  8.574  -0.042  -0.598
N  1.515  -0.103  -0.292
N  -2.582  3.079  0.640
N  0.690  -0.752  -4.912
N  -2.022  -1.779  -0.154
N  -2.327  1.059  1.766
N  -0.066  -0.572  -2.250
N  -3.947  -3.132  -0.221
N  0.150  -0.750  1.773
N  -1.261  1.315  -0.254
N  1.191  -0.872  4.363
C  -1.823  -4.165  -0.536
C  1.223  -0.420  -2.615
C  -1.140  3.599  -1.234
C  7.925  -0.732  0.344
C  -3.234  1.432  2.847
C  3.620  -0.071  0.830
C  1.418  -0.358  2.047
C  -1.123  2.111  -1.496
C  2.161  -0.184  -1.497
C  3.524  -0.169  -1.572
C  -3.232  2.934  2.994
C  -0.958  -0.824  -3.214
C  6.438  0.645  -1.451
C  1.888  -0.371  3.360
C  -3.166  -4.227  -0.457
C  -0.010  -1.388  4.057
C  1.575  -0.510  -3.954
C  6.543  -0.775  0.452
C  -0.530  -1.311  2.790
C  7.825  0.632  -1.475
C  4.287  -0.083  -0.396
C  -0.579  -0.913  -4.535
C  -3.393  -1.863  -0.062
C  -5.410  -3.225  -0.124
C  -2.063  1.831  0.677
C  -1.238  -2.874  -0.362
C  -2.421  3.945  -0.526
C  5.773  -0.072  -0.464
C  -3.551  3.532  1.645
C  2.242  -0.083  0.863
H  -2.426  4.975  -0.178
H  -1.905  1.848  -2.214
H  -3.702  -5.162  -0.574
H  8.362  1.194  -2.233
H  -1.214  -5.037  -0.722
H  -1.309  -1.116  -5.308
H  -0.285  3.874  -0.611
H  8.542  -1.283  1.046
H  -5.746  -2.830  0.829
H  -0.172  1.860  -1.955
H  -3.272  3.821  -1.201
H  -1.987  -0.948  -2.907
H  -5.879  -2.649  -0.915
H  2.608  -0.383  -4.259
H  -1.523  -1.680  2.575
H  4.021  -0.268  -2.530
H  -4.244  1.076  2.628
H  -5.696  -4.269  -0.210
H  -2.403  0.090  1.490
H  5.889  1.233  -2.180
H  -3.498  4.618  1.674
H  4.186  -0.070  1.753
H  -4.563  3.260  1.335
H  2.864  0.045  3.594
H  6.080  -1.378  1.226
H  -1.067  4.148  -2.173
H  -2.246  3.275  3.321
H  -3.964  3.250  3.735
H  -0.573  -1.856  4.857
H  -2.897  0.947  3.760

Properties
- 2S+1: 4
- E_HOMO (alpha / beta): -8.95 / -11.52 eV
- Molecular weight: 627.589 g mol⁻¹
- Total charge: +1
- HOMO-LUMO gap (alpha / beta): 5.8 / 7.9 eV
- Total energy: -2857.998778 Eh



2.
C5H6 | ωB97M-V/def2-TZVPD

Positions of all 11 atoms, in Å:
C  0.969  -0.292  -2.394
C  -0.355  -1.844  2.228
C  -0.516  -0.704  1.680
C  -0.385  0.830  1.567
C  -0.635  -0.020  0.454
H  1.230  0.774  -2.564
H  -1.200  1.385  1.885
H  0.473  1.257  1.817
H  1.223  -0.829  -1.525
H  -0.163  -0.344  -2.540
H  -0.640  -0.214  -0.609

Properties
- 2S+1: 1
- E_HOMO (alpha / beta): -8.39 / -9.83 eV
- Molecular weight: 66.103 g mol⁻¹
- HOMO-LUMO gap (alpha / beta): 7.8 / 9.1 eV
- Total energy: -193.758042 Eh



3.
C3H9N2O | ωB97M-V/def2-TZVPD

Positions of all 15 atoms, in Å:
O  -2.603  -0.600  0.671
N  -0.469  -0.778  1.097
N  -0.215  0.732  -1.448
C  1.975  0.363  -0.335
C  0.541  0.883  -0.325
C  -1.646  -1.189  1.335
H  0.186  0.438  -2.336
H  2.049  -0.347  0.427
H  -2.030  -1.978  2.046
H  -2.072  -0.013  -0.025
H  2.286  -0.038  -1.412
H  0.406  -1.171  1.531
H  0.095  1.315  0.541
H  -1.162  1.157  -1.619
H  2.660  1.227  -0.149

Properties
- 2S+1: 1
- E_HOMO: -14.72 eV
- Molecular weight: 89.118 g mol⁻¹
- Total charge: +1
- HOMO-LUMO gap: 10.0 eV
- Total energy: -304.152996 Eh



4.
C4H5NOS2 | ωB97M-V/def2-TZVPD

Positions of all 13 atoms, in Å:
S  -0.594  1.200  0.367
S  -2.944  -0.375  -0.325
O  0.756  -1.391  0.997
N  2.466  -1.388  -0.543
C  -1.326  -0.258  -0.145
C  1.539  -0.756  0.309
C  2.344  1.599  -0.368
C  1.338  0.796  -0.024
H  -0.579  -0.869  -0.650
H  2.326  2.650  -0.401
H  2.742  -0.958  -1.491
H  2.138  -2.528  -0.467
H  3.316  1.054  -0.452

Properties
- 2S+1: 1
- E_HOMO: -8.65 eV
- SMILES string: C=C(SC=S)C(N)=O
- Molecular weight: 147.224 g mol⁻¹
- HOMO-LUMO gap: 8.5 eV
- Total energy: -1081.695949 Eh



5.
C24H75O31P7 | ωB97M-V/def2-TZVPD

Positions of all 137 atoms, in Å:
P  5.021  0.019  -7.988
P  -1.731  -1.139  -5.766
P  4.255  0.579  5.534
P  -6.078  5.174  -1.108
P  5.871  -4.771  -0.838
P  -3.765  -0.413  6.913
P  -3.236  -5.888  2.320
O  -5.279  4.420  0.092
O  -2.532  -0.189  -6.732
O  -2.893  -2.152  -5.205
O  5.382  0.411  4.399
O  -0.834  -2.056  -6.775
O  3.172  6.934  4.664
O  6.488  -3.305  -0.856
O  -4.674  -0.040  5.821
O  -2.244  -0.039  6.521
O  4.271  -0.088  -9.440
O  -4.094  0.237  8.375
O  4.295  1.284  -7.274
O  -3.458  -6.943  3.509
O  -0.977  -0.414  -4.712
O  -7.321  4.504  -1.547
O  4.850  -0.079  6.846
O  -2.905  -4.488  3.061
O  4.583  -4.593  -1.791
O  -3.737  -1.949  7.321
O  3.818  1.979  5.721
O  0.752  1.581  -0.243
O  6.804  -5.843  -1.314
O  4.433  -1.234  -7.116
O  -4.684  -5.644  1.669
O  5.261  -5.028  0.653
O  1.887  8.393  -1.772
O  -2.181  -6.271  1.323
O  -4.873  5.344  -2.193
O  3.059  -0.441  4.970
O  -6.263  6.670  -0.582
O  6.511  0.051  -7.988
C  4.892  -2.578  -7.369
C  -1.895  0.689  -7.678
C  -5.991  4.117  1.304
C  -4.510  1.575  8.472
C  -2.582  -3.388  2.234
C  3.584  -3.616  -1.485
C  3.571  7.323  3.357
C  -5.684  -4.942  2.350
C  1.502  7.553  -2.807
C  -1.820  1.281  6.437
C  -3.948  -1.682  -4.378
C  4.681  1.803  -6.032
C  4.334  -6.081  0.827
C  -1.446  -2.698  -7.873
C  -7.291  7.538  -0.952
C  -4.357  4.144  -2.798
C  3.102  -1.874  5.030
C  -4.965  -2.594  7.550
C  7.755  -3.138  -0.289
C  -0.045  2.624  0.247
C  5.116  0.987  3.107
C  3.990  -0.539  7.877
C  -4.178  -8.139  3.296
C  4.500  0.981  -10.323
H  -2.361  1.672  -7.606
H  4.659  7.350  3.290
H  -2.531  -2.629  -7.803
H  8.404  -2.628  -1.001
H  -5.422  4.436  2.177
H  -4.290  -2.520  -3.771
H  8.400  -4.014  -0.214
H  -1.659  -2.908  2.561
H  -4.662  3.999  -3.834
H  -8.097  7.006  -1.458
H  -5.522  1.753  8.835
H  0.464  3.226  1.000
H  -4.921  -3.133  8.496
H  -6.102  3.033  1.346
H  3.661  -3.181  -0.488
H  -1.260  -3.770  -7.819
H  3.793  1.806  -10.237
H  -3.278  -2.552  2.296
H  3.415  6.009  4.748
H  3.051  -2.394  4.073
H  5.314  1.136  -5.447
H  4.040  -3.065  -7.845
H  -1.081  -2.276  -8.810
H  4.995  2.838  -6.161
H  -0.847  0.781  -7.396
H  -4.773  -8.103  2.384
H  3.124  8.314  3.282
H  3.851  -6.502  -0.054
H  -5.314  -4.187  3.044
H  0.347  1.226  -1.037
H  -3.295  4.340  -2.947
H  4.099  -1.623  7.864
H  -3.764  2.063  9.099
H  1.485  8.047  -3.778
H  -5.069  -3.430  6.858
H  5.825  -2.703  -7.919
H  3.986  -2.306  5.498
H  7.776  -2.586  0.651
H  -1.361  1.655  7.352
H  0.480  7.218  -2.627
H  -4.776  -1.358  -5.010
H  6.034  1.481  2.786
H  -6.283  -5.710  2.839
H  3.854  1.915  -5.330
H  -2.684  1.929  6.286
H  -6.857  8.338  -1.552
H  -4.488  2.093  7.514
H  -7.668  7.988  -0.034
H  4.233  -0.242  8.898
H  4.818  -6.877  1.393
H  2.553  -3.935  -1.640
H  -6.969  4.598  1.340
H  4.362  1.774  3.142
H  3.029  6.676  2.668
H  5.508  1.387  -10.235
H  3.768  -2.780  -2.158
H  -1.114  1.545  5.650
H  2.266  -2.303  5.582
H  -4.745  -8.307  4.211
H  -3.565  -9.027  3.137
H  5.067  -3.148  -6.457
H  2.935  -0.313  7.720
H  -0.978  2.274  0.689
H  -1.830  0.357  -8.714
H  4.753  0.254  2.387
H  -4.541  3.252  -2.199
H  -6.395  -4.444  1.692
H  1.093  8.853  -1.491
H  2.135  6.667  -2.760
H  -2.429  -3.693  1.199
H  3.458  -5.691  1.345
H  -3.659  -0.929  -3.646
H  -5.864  -1.982  7.474
H  4.437  0.700  -11.374
H  -0.290  3.344  -0.534

Properties
- 2S+1: 1
- E_HOMO: -10.11 eV
- SMILES string: COP(=O)(OC)OC.COP(=O)(OC)OC.COP(=O)(OC)OC.COP(=O)(OC)OC.COP(=O)(OC)OC.COP(=O)(OC)OC.COP(=O)(OC)OC.CO.CO.CO
- Molecular weight: 1076.651 g mol⁻¹
- HOMO-LUMO gap: 10.2 eV
- Total energy: -5681.796950 Eh



6.
C7H9N | ωB97M-V/def2-TZVPD

Positions of all 17 atoms, in Å:
N  -1.546  0.009  0.178
C  3.064  -0.573  -0.462
C  -1.280  1.283  -0.460
C  -2.103  -1.291  -0.026
C  0.233  1.342  0.075
C  -0.495  -0.920  0.008
C  2.121  -0.246  0.320
C  0.711  0.025  0.734
H  0.963  1.766  -0.756
H  -2.669  -2.009  0.537
H  0.480  0.226  1.841
H  -1.322  1.038  -1.487
H  -2.218  -1.492  -1.242
H  -0.092  -0.584  -1.117
H  -2.060  1.993  -0.055
H  4.092  -0.664  -1.105
H  0.141  1.942  1.005

Properties
- 2S+1: 1
- E_HOMO: -8.53 eV
- SMILES string: C#C[C@H]1CCN2C[C@H]12
- Molecular weight: 107.156 g mol⁻¹
- HOMO-LUMO gap: 9.6 eV
- Total energy: -326.577520 Eh



Quick rundown of strongest force on any atom, same order as above: 1.40; 4.43; 4.05; 4.66; 2.66; 6.40 eV/A